(1)
This record from the OMol25 dataset describes a single C7H11NO3 molecule. The level of theory is wB97M-V/def2-TZVPD.

XYZ file:
```
22
C7H11NO3, DFT wB97M-V/def2-TZVPD
C -1.367 -0.488 -0.095
C -1.437 0.967 0.224
C 1.061 -0.266 0.354
C 0.900 1.257 -0.007
C -2.680 -1.285 -0.377
C 1.583 -0.654 1.681
C 1.212 1.478 -1.638
N -0.274 -1.178 0.068
O -0.078 -2.404 -0.090
O -2.508 1.530 0.395
O -0.342 1.718 0.285
H 1.595 -0.744 -0.492
H 1.609 1.976 0.414
H -3.484 -0.561 -0.113
H -2.650 -2.090 0.394
H -2.529 -1.769 -1.337
H 1.299 -0.115 2.489
H 2.732 -0.563 1.751
H 1.450 -1.634 2.014
H 0.738 0.803 -2.256
H 2.299 1.522 -1.759
H 0.871 2.501 -1.902
```

## Properties
Orbital gap (spin up / spin down): 7.34 / 7.90 eV
Energy above the lowest of the compared OMol25 structures with the same formula, charge and spin: 0.71 kcal per mole
HOMO energy (spin up / spin down): -6.58 / -10.24 eV
Spin multiplicity: 3
Calculated total energy: -15064.135 eV



(2)
This record from the OMol25 dataset describes a molecular structure, C33H70F6N2O20P2S3. The level of theory is wB97M-V/def2-TZVPD.

XYZ file:
```
136
C33H70F6N2O20P2S3, DFT wB97M-V/def2-TZVPD
C -2.385 3.444 -1.851
C -2.047 2.894 -3.238
C -1.940 1.363 -3.252
N -1.063 0.864 -4.415
C -1.199 -0.644 -4.438
C -0.818 -1.313 -5.729
C -1.356 -0.617 -6.951
C -0.983 0.848 -7.003
C -1.388 1.583 -5.686
C 0.423 1.144 -4.143
H -2.530 4.525 -1.815
H -1.623 3.203 -1.108
H -3.319 3.091 -1.406
H -1.139 3.361 -3.607
H -2.974 3.139 -3.759
H -2.888 0.905 -3.533
H -1.616 0.853 -2.345
H -2.278 -0.762 -4.276
H -0.812 -1.062 -3.518
H -1.081 -2.370 -5.723
H 0.278 -1.292 -5.740
H -2.381 -0.879 -7.210
H -0.738 -1.136 -7.694
H -1.504 1.352 -7.815
H 0.086 0.991 -7.172
H -2.481 1.617 -5.705
H -1.032 2.606 -5.649
H 0.647 0.894 -3.107
H 0.604 2.207 -4.266
H 1.013 0.461 -4.745
C -2.286 -2.641 -0.952
F -2.805 -1.688 -0.184
F -2.661 -3.831 -0.510
F -2.755 -2.429 -2.177
S -0.387 -2.489 -0.932
O 0.026 -3.127 0.290
O -0.044 -3.172 -2.163
N -0.218 -0.846 -0.990
S 0.450 -0.203 0.241
O -0.420 0.305 1.302
O 1.709 -0.784 0.682
C 1.131 1.407 -0.501
F 2.120 1.097 -1.365
F 0.126 2.056 -1.112
F 1.725 2.166 0.411
C 4.736 -2.088 -0.940
C 3.469 -2.766 -1.505
C 3.085 -2.031 -2.782
S 4.584 -1.475 -3.582
O 4.535 -0.081 -4.018
O 5.102 -2.392 -4.591
C 5.637 -1.695 -2.104
H 5.199 -2.730 -0.188
H 4.486 -1.239 -0.296
H 2.727 -2.785 -0.710
H 3.653 -3.795 -1.818
H 2.465 -1.147 -2.624
H 2.509 -2.715 -3.406
H 6.446 -0.972 -2.104
H 6.073 -2.642 -2.438
C -0.734 -6.532 1.577
O 0.426 -6.824 0.819
C 0.784 -8.064 0.542
O 0.099 -9.053 0.515
O 2.082 -8.038 0.256
C 2.805 -9.230 0.086
H -1.480 -7.326 1.512
H -1.354 -5.677 1.303
H -0.507 -6.345 2.624
H 2.549 -9.862 -0.769
H 2.743 -9.912 0.934
H 3.842 -8.958 -0.091
C 7.835 6.559 -1.995
O 6.967 5.510 -1.575
C 5.664 5.676 -1.497
O 5.083 6.588 -2.050
O 5.169 4.648 -0.811
C 3.789 4.370 -0.950
H 7.549 7.447 -1.432
H 7.789 6.715 -3.069
H 8.842 6.275 -1.704
H 3.555 4.295 -2.014
H 3.180 5.079 -0.387
H 3.431 3.414 -0.572
C -10.441 -2.584 4.327
C -9.764 -1.528 3.443
O -9.497 -2.234 2.205
P -8.146 -2.164 1.378
O -8.296 -2.589 -0.003
O -7.509 -0.701 1.642
C -7.421 0.212 0.528
C -6.100 0.037 -0.255
O -7.156 -3.104 2.206
C -5.800 -3.280 1.812
C -4.862 -2.574 2.723
H -10.586 -2.327 5.378
H -11.498 -2.501 4.036
H -10.099 -3.590 4.124
H -10.356 -0.655 3.190
H -8.805 -1.265 3.893
H -8.236 -0.034 -0.151
H -7.510 1.188 0.999
H -5.540 0.956 -0.431
H -5.327 -0.598 0.188
H -6.327 -0.499 -1.178
H -5.563 -4.341 1.956
H -5.571 -3.111 0.758
H -3.873 -2.517 2.263
H -5.258 -1.564 2.857
H -4.696 -3.098 3.663
C 1.337 0.961 3.709
C 1.870 1.386 5.080
O 2.850 2.409 4.789
P 3.806 2.961 5.950
O 4.184 2.039 7.020
O 4.969 3.644 5.067
C 5.664 2.795 4.162
C 5.643 3.513 2.812
O 2.943 4.229 6.496
C 3.599 5.141 7.374
C 2.962 6.522 7.332
H 2.211 0.552 3.211
H 0.561 0.235 3.950
H 0.859 1.831 3.269
H 1.096 1.826 5.715
H 2.388 0.601 5.635
H 6.709 2.689 4.467
H 5.241 1.794 4.059
H 6.256 4.418 2.831
H 6.030 2.888 2.006
H 4.644 3.897 2.607
H 3.525 4.822 8.413
H 4.624 5.281 7.027
H 1.989 6.518 7.840
H 3.400 7.267 8.004
H 2.879 6.956 6.338
```

## Properties
Orbital gap: 9.96 eV
HOMO energy: -10.18 eV
Calculated total energy: -146676.006 eV



(3)
This record from the OMol25 dataset describes a molecular structure, BH22NiO9. The level of theory is wB97M-V/def2-TZVPD.

XYZ file:
```
33
BH22NiO9, DFT wB97M-V/def2-TZVPD
Ni 1.254 -1.047 1.046
B -0.469 -0.195 0.043
H -0.581 -1.267 -0.001
H -0.409 0.146 1.065
H 0.382 0.183 -0.502
H -1.340 0.217 -0.442
O 0.080 -2.292 2.257
H -0.808 -2.611 2.415
H 0.602 -2.677 2.961
O 1.505 -2.488 -0.404
H 1.754 -2.221 -1.289
H 1.099 -3.348 -0.518
O 1.563 0.334 2.647
H 2.377 0.837 2.635
H 1.219 0.454 3.532
O -1.222 -0.446 -2.861
H -2.026 -0.947 -2.998
H -1.259 -0.180 -1.942
O 2.734 0.176 0.025
H 3.472 -0.207 -0.450
H 2.575 1.013 -0.412
O -3.907 0.510 -0.641
H -3.240 0.356 0.028
H -4.050 -0.348 -1.040
O -0.248 3.055 -0.787
H -0.308 2.104 -0.882
H 0.184 3.185 0.056
O -1.823 1.632 2.594
H -1.855 1.145 1.771
H -1.539 0.989 3.243
O 1.769 1.399 -3.546
H 1.038 0.904 -3.176
H 1.476 1.635 -4.427
```

## Properties
Orbital gap (spin up / spin down): 10.49 / 3.12 eV
Charge: +2
HOMO energy (spin up / spin down): -17.34 / -16.85 eV
Spin multiplicity: 4
Calculated total energy: -60481.179 eV



(4)
This record from the OMol25 dataset describes a single C4H10N2 molecule. The level of theory is wB97M-V/def2-TZVPD.

XYZ file:
```
16
C4H10N2, DFT wB97M-V/def2-TZVPD
C 1.056 1.510 1.177
C 1.079 0.788 -0.175
C -0.119 -0.104 -0.353
C -0.056 -1.431 -0.140
N -1.302 -2.162 -0.200
N -1.206 0.511 -0.957
H 1.291 2.574 1.135
H 1.684 0.992 1.898
H 0.059 1.480 1.632
H 2.024 0.255 -0.294
H 1.072 1.494 -1.012
H 0.831 -1.999 -0.403
H -1.604 -2.372 -1.145
H -1.295 -3.010 0.344
H -1.438 1.467 -0.714
H -2.076 0.005 -0.793
```

## Properties
Orbital gap: 8.96 eV
Energy above the lowest of the compared OMol25 structures with the same formula, charge and spin: 25.99 kcal per mole
HOMO energy: -7.82 eV
Structure (SMILES): CC/C(N)=C/N
Calculated total energy: -7289.492 eV



(5)
This record from the OMol25 dataset describes a molecular structure, C33H69N3O22Zr. The level of theory is wB97M-V/def2-TZVPD.

XYZ file:
```
128
C33H69N3O22Zr, DFT wB97M-V/def2-TZVPD
Zr -1.390 -1.735 1.135
O -1.843 -1.317 -0.920
C -0.873 -0.512 -1.602
C 0.369 -0.122 -0.750
O 0.334 -0.577 0.599
H -1.373 0.441 -1.815
H -0.697 -0.861 -2.623
H 0.524 0.957 -0.842
H 1.313 -0.541 -1.119
C -3.496 -1.412 -4.408
N -2.173 -1.385 -5.075
O -1.822 -0.332 -5.558
O -1.566 -2.429 -5.191
H -3.468 -0.932 -3.436
H -3.847 -2.442 -4.366
H -4.176 -0.986 -5.145
C 3.935 -0.230 1.230
N 4.293 -1.635 0.920
O 3.693 -2.553 1.447
O 5.206 -1.808 0.151
H 4.724 0.098 1.904
H 2.939 -0.198 1.659
H 4.027 0.283 0.278
C 1.250 0.025 -5.180
N 2.611 0.473 -5.614
O 3.312 0.978 -4.757
O 2.916 0.280 -6.762
H 1.270 -0.133 -4.110
H 1.090 -0.886 -5.750
H 0.534 0.775 -5.497
O 1.604 1.094 3.876
C 0.762 1.890 4.222
O 0.301 2.908 3.503
C 0.645 3.054 2.126
C 2.089 3.546 1.985
C 0.103 1.857 5.573
H -0.020 3.687 1.549
H 0.626 2.054 1.692
H 2.829 2.815 2.318
H 2.314 4.464 2.524
H 2.311 3.619 0.919
H -0.875 1.368 5.536
H -0.106 2.882 5.871
H 0.670 1.257 6.278
O 0.421 -2.713 2.448
C 1.057 -3.027 3.463
O 1.347 -4.252 3.769
C 0.775 -5.309 2.974
C 0.914 -6.654 3.654
C 1.707 -2.018 4.350
H 1.189 -5.269 1.964
H -0.295 -5.159 2.792
H 0.568 -6.577 4.684
H 1.903 -7.099 3.607
H 0.194 -7.269 3.111
H 1.016 -1.242 4.671
H 2.468 -1.470 3.792
H 2.225 -2.517 5.165
O -4.042 -1.179 0.958
C -5.155 -0.947 0.506
O -5.994 -1.819 0.017
C -5.696 -3.219 0.031
C -4.768 -3.569 -1.115
C -5.661 0.462 0.353
H -6.604 -3.812 -0.028
H -5.238 -3.426 1.002
H -4.410 -4.600 -1.065
H -3.834 -2.997 -1.050
H -5.159 -3.377 -2.113
H -6.452 0.607 1.089
H -6.064 0.572 -0.653
H -4.860 1.176 0.488
O 0.355 2.300 -3.238
C -0.145 3.301 -3.693
O 0.180 4.571 -3.433
C 1.293 4.815 -2.572
C 0.823 4.790 -1.122
C -1.338 3.228 -4.620
H 1.799 5.725 -2.886
H 2.128 4.111 -2.644
H 1.524 5.349 -0.501
H 0.756 3.746 -0.814
H -0.134 5.304 -1.016
H -2.141 3.794 -4.135
H -1.696 2.209 -4.727
H -1.171 3.710 -5.581
O -0.117 -3.358 0.041
C 0.428 -4.050 -0.814
O -0.206 -4.591 -1.822
C -1.625 -4.400 -1.956
C -2.147 -5.525 -2.823
C 1.900 -4.277 -0.852
H -1.757 -3.479 -2.529
H -2.203 -4.345 -1.034
H -1.817 -5.432 -3.857
H -3.235 -5.461 -2.892
H -1.850 -6.480 -2.392
H 2.350 -4.321 0.136
H 2.369 -3.460 -1.402
H 2.113 -5.214 -1.363
O 4.392 4.399 -1.002
C 4.551 3.227 -0.779
O 5.147 2.743 0.305
C 5.723 3.684 1.227
C 6.147 2.981 2.510
C 4.043 2.127 -1.685
H 5.049 4.502 1.482
H 6.592 4.109 0.722
H 6.985 3.538 2.925
H 6.489 1.977 2.257
H 5.333 2.950 3.232
H 3.908 2.419 -2.720
H 3.078 1.824 -1.263
H 4.715 1.272 -1.607
O -2.126 0.700 1.301
C -2.528 1.855 1.244
O -3.160 2.510 2.182
C -3.341 1.943 3.489
C -3.425 3.119 4.450
C -2.354 2.711 -0.003
H -2.506 1.289 3.741
H -4.266 1.368 3.540
H -2.443 3.508 4.717
H -3.889 2.863 5.403
H -3.949 3.978 4.033
H -2.197 3.741 0.306
H -3.323 2.576 -0.489
H -1.498 2.444 -0.617
```

## Properties
Orbital gap: 6.58 eV
Charge: +2
Energy above the lowest of the compared OMol25 structures with the same formula, charge and spin: 0.00 kcal per mole
HOMO energy: -13.79 eV
Calculated total energy: -86116.232 eV



(6)
This record from the OMol25 dataset describes 3 unconnected molecules or ions with the total composition CH8N2O3. The level of theory is wB97M-V/def2-TZVPD.

XYZ file:
```
14
CH8N2O3, DFT wB97M-V/def2-TZVPD
N -1.163 -0.902 0.434
C -1.142 0.046 -0.559
N -1.862 1.132 -0.161
O -0.432 0.031 -1.533
H -1.223 -0.704 1.360
H -0.750 -1.868 0.233
H -1.848 1.789 -0.756
H -2.593 0.951 0.549
H 1.315 -2.633 0.197
H 2.082 -1.773 -0.640
O 1.688 -1.796 0.227
H 1.218 1.869 1.041
H 2.357 0.825 0.717
O 2.178 1.722 1.150
```

## Properties
Orbital gap: 10.54 eV
Energy above the lowest of the compared OMol25 structures with the same formula, charge and spin: 38.43 kcal per mole
HOMO energy: -10.05 eV
Structure (SMILES): NC(N)=O.O.O
Calculated total energy: -10289.341 eV



(7)
This record from the OMol25 dataset describes a gas-phase ion, C3H7N4S (charge +1). The level of theory is wB97M-V/def2-TZVPD.

XYZ file:
```
15
C3H7N4S, DFT wB97M-V/def2-TZVPD
C 0.843 -0.157 -0.623
C 2.157 0.039 0.119
C -0.602 -1.492 0.900
N -2.165 2.620 -0.545
N -1.817 1.502 -0.516
N -1.486 0.482 0.037
N -0.419 -0.290 0.032
S 2.146 -1.472 -0.879
H 0.708 0.366 -1.534
H 2.823 0.745 -0.209
H 2.436 -0.152 1.196
H -0.275 -1.209 1.919
H 0.167 -2.185 0.508
H -1.730 -1.813 0.864
H -2.786 3.019 -1.266
```

## Properties
Orbital gap: 7.91 eV
Charge: +1
Energy above the lowest of the compared OMol25 structures with the same formula, charge and spin: 127.52 kcal per mole
HOMO energy: -13.11 eV
Structure (SMILES): [H]/N=N/N=[N+](/C)[C@H]1CS1
Calculated total energy: -20007.131 eV



(8)
This record from the OMol25 dataset describes a single C3H9N3 molecule. The level of theory is wB97M-V/def2-TZVPD.

XYZ file:
```
15
C3H9N3, DFT wB97M-V/def2-TZVPD
C 0.243 -1.328 -2.376
C -0.125 -0.151 -0.394
C -0.399 1.605 1.194
H -0.247 -2.290 -2.540
H -0.447 -0.625 -2.832
H 1.136 -1.366 -2.917
H -0.757 0.567 -0.973
H 0.555 2.094 1.248
H -0.880 1.764 2.208
H -1.009 2.070 0.430
H -0.081 -0.515 2.801
H 1.389 -0.247 2.166
N 0.449 -1.174 -0.909
N -0.261 0.193 0.943
N 0.437 -0.596 1.952
```

## Properties
Orbital gap: 9.51 eV
Energy above the lowest of the compared OMol25 structures with the same formula, charge and spin: 50.23 kcal per mole
HOMO energy: -8.60 eV
Structure (SMILES): C/N=C/N(C)N
Calculated total energy: -7725.396 eV



(9)
This record from the OMol25 dataset describes 2 unconnected molecules or ions with the total composition C4H7Cl2NO2. The level of theory is wB97M-V/def2-TZVPD.

XYZ file:
```
16
C4H7Cl2NO2, DFT wB97M-V/def2-TZVPD
C 1.940 1.092 -0.127
C 0.603 1.268 -0.773
C -2.323 -0.900 0.381
C -0.163 -0.889 -0.136
N 0.076 -1.621 0.982
O -0.005 -1.127 2.150
O -0.380 0.458 -0.157
Cl -2.495 -0.935 2.025
Cl 0.111 -1.748 -1.551
H 1.997 0.051 0.270
H 2.688 1.232 -0.866
H 2.182 1.777 0.698
H 0.631 0.940 -1.834
H 0.278 2.317 -0.743
H -2.674 -1.850 -0.032
H -2.466 -0.065 -0.287
```

## Properties
Orbital gap: 7.93 eV
Energy above the lowest of the compared OMol25 structures with the same formula, charge and spin: 128.49 kcal per mole
HOMO energy: -8.61 eV
Calculated total energy: -34885.893 eV



(10)
This record from the OMol25 dataset describes a gas-phase ion, C3H12N3 (charge +1). The level of theory is wB97M-V/def2-TZVPD.

XYZ file:
```
18
C3H12N3, DFT wB97M-V/def2-TZVPD
C -1.464 0.768 -0.572
C -0.596 0.395 0.572
C 0.050 -1.115 0.316
N 0.620 1.268 0.400
N 0.236 -1.168 -1.149
N 1.397 -1.100 0.964
H -2.160 1.521 -0.356
H -1.146 0.976 -1.613
H -2.041 -0.193 -0.629
H -0.972 0.507 1.591
H -0.588 -1.859 0.617
H 0.776 1.427 -0.587
H 0.690 2.101 0.884
H -0.338 -1.757 -1.661
H 1.207 -1.341 -1.248
H 1.428 0.543 0.650
H 1.220 -1.430 1.873
H 2.020 -1.668 0.352
```

## Properties
Orbital gap: 11.17 eV
Charge: +1
Energy above the lowest of the compared OMol25 structures with the same formula, charge and spin: 45.84 kcal per mole
HOMO energy: -14.08 eV
Structure (SMILES): C[C@H]([NH3+])C(N)N
Calculated total energy: -7768.643 eV



(11)
This record from the OMol25 dataset describes a molecular structure, C5H12Br3NOSi. The level of theory is wB97M-V/def2-TZVPD.

XYZ file:
```
23
C5H12Br3NOSi, DFT wB97M-V/def2-TZVPD
C 0.513 -1.113 1.254
N 0.396 0.334 1.488
C 1.069 1.063 0.384
C -0.906 0.839 1.655
O -1.129 2.032 1.477
C -2.046 -0.067 2.049
Si -2.867 -0.772 0.480
H 1.497 -1.437 1.584
H 0.443 -1.370 0.198
H -0.206 -1.685 1.814
H 1.337 2.062 0.697
H 1.969 0.530 0.102
H 0.405 1.115 -0.474
H -1.775 -0.865 2.729
H -2.783 0.549 2.552
H -4.323 -0.903 0.652
H -2.241 -2.077 0.169
H -2.525 0.135 -0.635
C 2.592 0.445 -3.649
Br 1.126 -0.611 -2.984
Br 4.049 0.506 -2.393
Br 3.175 -0.166 -5.377
H 2.230 1.454 -3.770
```

## Properties
Orbital gap: 9.25 eV
Energy above the lowest of the compared OMol25 structures with the same formula, charge and spin: 0.00 kcal per mole
HOMO energy: -9.40 eV
Calculated total energy: -226921.400 eV